C6H10NO4PS | wB97M-V/def2-TZVPD

```
! RIJCOSX wB97M-V def2-TZVPD def2/J DEFGRID3
* xyz 0 1
C -0.49 0.99 -0.37
C -0.10 0.79 1.09
C -0.73 -0.35 -1.05
C 1.17 -0.09 1.19
C 0.54 -1.23 -0.95
C 0.79 -1.35 0.51
N 0.52 -2.41 1.14
O -0.38 -4.60 2.13
O -3.53 -3.24 3.36
O -3.73 -3.91 0.99
O -3.44 -1.55 1.58
P -0.76 -3.27 1.68
S -3.50 -2.92 1.98
H -1.40 1.59 -0.43
H 0.30 1.54 -0.89
H 0.10 1.75 1.57
H -0.91 0.30 1.63
H -1.55 -0.87 -0.56
H -0.99 -0.22 -2.10
H 1.99 0.41 0.67
H 1.44 -0.26 2.23
H 0.37 -2.20 -1.41
H 1.37 -0.73 -1.45
*
```

- highest occupied orbital energy (Ha) = -0.3692
- lowest unoccupied orbital energy (eV) = -0.64
- Kohn-Sham gap (eV) = 9.4

C6H10NO5P | wB97M-V/def2-TZVPD

```
! RIJCOSX wB97M-V def2-TZVPD def2/J DEFGRID3
* xyz -2 1
C 3.05 2.30 -2.53
C -0.50 -1.94 0.27
C -2.11 -0.69 1.60
C -1.62 -3.01 2.11
C 2.11 2.11 -1.25
C 0.98 1.11 -1.65
N -1.44 -1.88 1.22
O 2.49 2.59 -3.60
O -1.62 1.90 -0.90
O 4.27 2.13 -2.38
O 0.12 -2.99 0.07
O 0.13 2.01 0.89
P -0.30 1.39 -0.39
H -1.92 -0.25 2.72
H -2.02 0.14 0.82
H -3.22 -0.91 1.56
H -2.53 -3.66 2.05
H -0.91 -3.82 1.66
H -1.48 -2.76 3.26
H 1.56 3.04 -0.88
H 2.78 1.74 -0.31
H 1.57 0.10 -1.67
H 0.60 1.38 -2.68
*
```

- highest occupied orbital energy (spin up / spin down) (Ha) = -0.0087 / -0.0088
- lowest unoccupied orbital energy (spin up / spin down) (eV) = 5.60 / 5.60
- Kohn-Sham gap (spin up / spin down) (eV) = 5.8 / 5.8

C6H10NO6P | wB97M-V/def2-TZVPD

```
! RIJCOSX wB97M-V def2-TZVPD def2/J DEFGRID3
* xyz 0 1
C -2.00 1.41 0.14
C -1.84 0.12 0.29
C 2.06 -0.92 -0.99
C -0.46 -0.25 0.80
C 1.99 0.32 -0.13
C 0.53 0.73 0.07
N -2.72 -0.86 -0.10
O -2.13 2.57 0.17
O -4.90 -2.08 -0.46
O 1.54 -2.00 -0.25
O -0.23 -0.09 2.21
O 2.74 1.44 -0.62
O 0.30 1.96 0.66
P -4.47 -0.72 -0.52
H 1.46 -0.91 -1.85
H 3.21 -1.13 -1.14
H -0.33 -1.31 0.61
H 2.50 0.26 0.80
H 0.11 0.77 -1.00
H -2.40 -1.79 -0.05
H 2.07 -2.38 0.53
H -0.55 0.80 2.36
H 2.74 1.50 -1.63
H 0.77 2.56 0.11
*
```

- highest occupied orbital energy (Ha) = -0.2891
- lowest unoccupied orbital energy (eV) = -0.22
- SMILES = O=C=C(NP=O)[C@H](O)[C@@H](O)[C@H](O)CO
- Kohn-Sham gap (eV) = 7.6

C6H10NS | wB97M-V/def2-TZVPD

```
! RIJCOSX wB97M-V def2-TZVPD def2/J DEFGRID3
* xyz 1 1
C 1.87 -0.17 -0.22
C 2.00 0.89 0.77
C -0.66 0.55 1.22
C -0.70 -0.20 -0.08
C -2.01 -0.24 -0.82
C 0.53 -0.14 -0.97
N -0.52 -0.88 1.18
S 0.80 1.49 1.71
H 2.70 -0.13 -0.93
H 2.97 1.34 0.94
H -1.54 1.02 1.62
H -1.91 -0.81 -1.74
H -2.34 0.77 -1.07
H -2.79 -0.71 -0.21
H 1.94 -1.13 0.31
H 0.47 0.77 -1.57
H 0.50 -0.99 -1.65
H -1.30 -1.42 1.54
*
```

- highest occupied orbital energy (Ha) = -0.5197
- lowest unoccupied orbital energy (eV) = -5.77
- Kohn-Sham gap (eV) = 8.4

C6H10O | wB97M-V/def2-TZVPD

```
! RIJCOSX wB97M-V def2-TZVPD def2/J DEFGRID3
* xyz -1 2
C 0.87 -2.38 -0.18
C -0.57 -1.80 -0.12
C 0.56 2.95 0.98
C -0.17 2.06 0.24
O -0.95 2.56 -0.74
C 0.01 0.61 0.25
C -0.57 -0.40 -0.62
H 1.50 -1.73 -0.83
H 0.93 -3.17 -0.95
H 1.16 -2.77 0.82
H -1.18 -2.45 -0.73
H -1.06 -1.78 0.86
H 0.34 4.03 0.88
H 1.09 2.57 1.79
H -1.38 1.86 -1.21
H 0.51 0.07 1.08
H -1.10 -0.22 -1.51
*
```

- highest occupied orbital energy (spin up / spin down) (Ha) = 0.0034 / -0.0929
- lowest unoccupied orbital energy (spin up / spin down) (eV) = 4.24 / 4.06
- Kohn-Sham gap (spin up / spin down) (eV) = 4.1 / 6.6

C6H10O | wB97M-V/def2-TZVPD

```
! RIJCOSX wB97M-V def2-TZVPD def2/J DEFGRID3
* xyz 0 1
C -0.94 -0.33 0.37
C -0.17 -1.35 -0.45
O 1.13 -1.22 -0.38
C 1.83 -0.21 0.42
C 1.59 1.22 0.01
C 0.41 1.75 -0.31
C -0.92 1.04 -0.34
H -0.55 -0.21 1.39
H -1.97 -0.68 0.44
H -2.72 -3.40 -0.46
H -2.07 -3.07 -0.65
H 1.56 -0.37 1.47
H 2.88 -0.47 0.30
H 2.47 1.86 0.01
H 0.39 2.81 -0.57
H -1.26 0.92 -1.38
H -1.66 1.69 0.13
*
```

- highest occupied orbital energy (Ha) = -0.2975
- lowest unoccupied orbital energy (eV) = 0.87
- Kohn-Sham gap (eV) = 9.0

C6H10O | wB97M-V/def2-TZVPD

```
! RIJCOSX wB97M-V def2-TZVPD def2/J DEFGRID3
* xyz 0 1
C 2.58 1.01 0.13
C 0.64 -0.90 -0.42
C -0.05 -1.45 0.57
C -1.42 -0.86 0.74
C -1.54 0.06 -0.50
C -0.09 0.29 -0.98
O 0.54 1.49 -0.43
H 2.30 0.98 1.21
H 2.77 2.09 -0.05
H 1.67 -1.09 -0.70
H 0.34 -2.24 1.22
H -1.52 -0.31 1.69
H -2.20 -1.63 0.75
H -2.07 -0.48 -1.29
H -2.10 0.99 -0.32
H -0.03 0.42 -2.06
H 0.18 1.62 0.45
*
```

- highest occupied orbital energy (Ha) = -0.3086
- lowest unoccupied orbital energy (eV) = 0.58
- Kohn-Sham gap (eV) = 9.0

C6H10O | wB97M-V/def2-TZVPD

```
! RIJCOSX wB97M-V def2-TZVPD def2/J DEFGRID3
* xyz 0 1
C 0.41 0.38 -1.87
C -0.57 -0.72 -1.48
C -0.52 -1.09 0.03
C -1.20 0.02 0.75
C -0.31 0.92 1.55
C 0.90 0.38 2.28
O 1.84 -0.16 1.74
H 1.43 0.13 -1.54
H 0.15 1.35 -1.44
H 0.43 0.52 -2.96
H -0.35 -1.62 -2.05
H -1.15 -1.98 0.15
H 0.51 -1.33 0.31
H -1.60 -0.42 -1.74
H -0.89 1.59 2.19
H 0.06 1.53 0.70
H 0.87 0.50 3.38
*
```

- highest occupied orbital energy (Ha) = -0.3035
- lowest unoccupied orbital energy (eV) = -0.08
- Kohn-Sham gap (eV) = 8.2

C6H10O | wB97M-V/def2-TZVPD

```
! RIJCOSX wB97M-V def2-TZVPD def2/J DEFGRID3
* xyz 0 1
C -0.90 -2.00 0.23
C -1.17 -0.92 -0.50
C 0.27 1.21 0.03
C 0.52 1.51 -1.41
O -0.79 1.94 0.53
C 1.06 0.48 0.80
C 1.39 -0.61 1.44
H -1.34 -2.15 1.21
H 0.70 -1.44 1.24
H -0.23 -2.77 -0.13
H -1.87 -0.16 -0.18
H -0.74 -0.79 -1.49
H 0.96 2.51 -1.49
H 1.21 0.78 -1.85
H -0.41 1.51 -1.99
H -0.90 1.70 1.46
H 2.24 -0.79 2.09
*
```

- highest occupied orbital energy (Ha) = -0.3160
- lowest unoccupied orbital energy (eV) = 0.90
- SMILES = C=C=C(C)O.C=C
- Kohn-Sham gap (eV) = 9.5

C6H10O | wB97M-V/def2-TZVPD

```
! RIJCOSX wB97M-V def2-TZVPD def2/J DEFGRID3
* xyz 0 1
C 1.33 0.52 0.33
C 1.63 0.85 -0.96
C -0.16 0.51 0.17
C -0.90 1.43 1.05
C -0.05 -1.93 -0.64
C -0.92 -0.84 0.01
O 0.44 1.10 -1.50
H 1.80 0.19 1.19
H 2.47 1.05 -1.46
H -0.71 1.03 2.07
H -1.95 1.77 0.94
H -0.32 2.48 1.09
H 0.96 -1.88 -0.29
H -0.12 -1.64 -1.70
H -0.50 -3.00 -0.49
H -1.28 -1.07 1.02
H -1.72 -0.58 -0.82
*
```

- highest occupied orbital energy (Ha) = -0.2987
- lowest unoccupied orbital energy (eV) = 0.89
- Kohn-Sham gap (eV) = 9.0

C6H10O | wB97M-V/def2-TZVPD

```
! RIJCOSX wB97M-V def2-TZVPD def2/J DEFGRID3
* xyz 0 1
O 0.72 -0.79 1.24
C 1.27 -0.55 -0.26
C 0.33 -1.30 -1.03
C -1.10 -0.58 0.82
C -1.29 0.78 0.17
C -0.03 1.52 -0.24
C 1.15 0.92 -0.46
H 1.03 -0.08 1.84
H 2.30 -0.90 -0.18
H 0.49 -2.37 -1.15
H -0.08 -0.83 -1.92
H -1.27 -0.56 1.89
H -1.64 -1.42 0.38
H -1.90 0.64 -0.73
H -1.85 1.44 0.85
H -0.13 2.59 -0.41
H 2.00 1.50 -0.81
*
```

- highest occupied orbital energy (spin up / spin down) (Ha) = -0.2515 / -0.2515
- lowest unoccupied orbital energy (spin up / spin down) (eV) = 0.92 / 0.92
- Kohn-Sham gap (spin up / spin down) (eV) = 7.8 / 7.8

C6H10O | wB97M-V/def2-TZVPD

```
! RIJCOSX wB97M-V def2-TZVPD def2/J DEFGRID3
* xyz 0 1
C -2.18 -0.02 0.14
C -1.25 0.71 -0.79
C 0.75 0.99 0.75
C -0.01 1.13 -0.54
C 1.19 -1.67 -0.22
C 2.15 -0.77 -0.01
O 2.05 0.47 0.53
H -3.16 0.48 0.16
H -1.80 -0.07 1.16
H -2.35 -1.04 -0.22
H -1.63 0.87 -1.80
H 0.93 1.98 1.19
H 0.21 0.39 1.50
H 0.56 1.61 -1.33
H 1.45 -2.60 -0.70
H 0.15 -1.53 0.05
H 3.18 -0.96 -0.30
*
```

- highest occupied orbital energy (Ha) = -0.3253
- lowest unoccupied orbital energy (eV) = 1.06
- SMILES = C=COC/C=C\C
- Kohn-Sham gap (eV) = 9.9

C6H10O | wB97M-V/def2-TZVPD

```
! RIJCOSX wB97M-V def2-TZVPD def2/J DEFGRID3
* xyz 0 1
O -0.43 -0.48 1.55
C -1.39 -0.48 0.80
C -1.39 -0.46 -0.70
C -0.03 -0.62 -1.37
C 0.88 0.58 -1.27
C 0.63 1.70 -0.60
C 1.22 0.34 2.01
H -2.40 -0.54 1.25
H -2.06 -1.28 -1.02
H -1.90 0.47 -1.02
H -0.19 -0.84 -2.44
H 0.47 -1.51 -0.96
H 1.83 0.48 -1.80
H 1.36 2.51 -0.57
H -0.27 1.86 -0.01
H 1.89 -0.15 1.27
H 1.26 -0.32 2.89
*
```

- highest occupied orbital energy (Ha) = -0.2921
- lowest unoccupied orbital energy (eV) = 0.42
- Kohn-Sham gap (eV) = 8.4

C6H10O | wB97M-V/def2-TZVPD

```
! RIJCOSX wB97M-V def2-TZVPD def2/J DEFGRID3
* xyz 0 1
O 2.38 -0.95 0.42
C 1.26 -0.40 -0.26
C -0.02 -1.28 -0.13
C -1.30 -0.52 0.26
C -1.36 0.85 -0.42
C -0.15 1.64 0.01
C 1.03 1.05 0.13
H 2.14 -1.05 1.35
H 1.57 -0.38 -1.31
H 0.17 -2.08 0.60
H -0.19 -1.80 -1.08
H -1.32 -0.36 1.34
H -2.18 -1.13 0.01
H -1.39 0.73 -1.51
H -2.28 1.38 -0.14
H -0.26 2.69 0.27
H 1.91 1.60 0.45
*
```

- highest occupied orbital energy (Ha) = -0.3467
- lowest unoccupied orbital energy (eV) = 1.03
- SMILES = O[C@@H]1C=CCCC1
- Kohn-Sham gap (eV) = 10.5